[1]
{"formula": "C30H42F2I2N9OPSTi", "method": "the ωB97M-V functional and the def2-TZVPD basis", "species": ["Ti", "C", "N", "C", "C", "N", "N", "C", "N", "N", "H", "H", "H", "H", "H", "H", "H", "H", "H", "H", "H", "F", "C", "C", "C", "C", "C", "F", "C", "C", "C", "C", "C", "C", "N", "H", "H", "H", "H", "H", "H", "I", "C", "I", "H", "H", "C", "N", "C", "N", "C", "N", "C", "P", "C", "C", "H", "H", "H", "H", "H", "H", "H", "H", "H", "H", "H", "H", "H", "C", "C", "C", "C", "C", "C", "C", "S", "C", "O", "H", "H", "H", "H", "H", "H", "H", "H", "H", "H"], "xyz": [[-19.145, -2.449, 4.718], [-15.499, -3.093, 0.415], [-16.141, -2.274, 1.434], [-15.687, -0.894, 1.555], [-17.064, -2.788, 2.261], [-17.553, -2.163, 3.330], [-17.418, -4.103, 1.947], [-18.187, -4.916, 2.731], [-17.989, -6.230, 2.521], [-19.044, -4.385, 3.582], [-14.867, -2.448, -0.218], [-16.216, -3.588, -0.256], [-14.826, -3.845, 0.855], [-14.990, -0.692, 0.739], [-15.135, -0.748, 2.496], [-16.529, -0.197, 1.504], [-17.040, -1.307, 3.557], [-16.808, -4.604, 1.287], [-17.116, -6.512, 2.087], [-18.563, -6.943, 3.001], [-19.607, -5.059, 4.085], [-18.995, -1.399, 9.955], [-19.191, -0.934, 8.684], [-18.600, -1.608, 7.637], [-18.912, -1.207, 6.346], [-19.571, 0.074, 6.162], [-20.142, 0.695, 7.281], [-20.948, 1.781, 7.109], [-19.978, 0.203, 8.560], [-19.614, 0.587, 4.798], [-19.756, 1.960, 4.537], [-19.680, 2.400, 3.232], [-19.452, 1.471, 2.216], [-19.366, 0.145, 2.546], [-19.492, -0.333, 3.819], [-17.993, -2.488, 7.829], [-20.373, 0.721, 9.426], [-19.847, 2.643, 5.364], [-19.786, 3.471, 3.000], [-19.329, 1.810, 1.202], [-19.124, -0.578, 1.778], [-16.152, -3.468, 5.988], [-15.582, -1.440, 6.688], [-16.032, 0.341, 5.545], [-14.495, -1.483, 6.779], [-16.104, -1.346, 7.636], [-24.275, -3.466, 2.277], [-24.612, -2.858, 3.580], [-25.075, -1.463, 3.459], [-24.080, -0.622, 2.825], [-23.702, -1.274, 1.536], [-23.256, -2.663, 1.645], [-21.938, -2.735, 2.229], [-21.959, -1.987, 4.005], [-23.414, -2.978, 4.600], [-22.913, -0.354, 3.668], [-25.195, -3.562, 1.646], [-23.882, -4.469, 2.484], [-25.386, -3.402, 3.982], [-25.229, -1.091, 4.490], [-26.019, -1.461, 2.875], [-22.905, -0.663, 1.088], [-24.582, -1.246, 0.852], [-21.236, -2.150, 1.597], [-21.566, -3.763, 2.258], [-23.779, -2.564, 5.536], [-23.200, -4.042, 4.704], [-22.249, 0.352, 3.131], [-23.177, 0.072, 4.643], [-16.428, -8.907, 6.366], [-17.460, -7.888, 6.690], [-18.656, -7.776, 5.944], [-19.580, -6.788, 6.199], [-19.310, -5.856, 7.181], [-18.158, -5.967, 7.967], [-17.245, -6.972, 7.749], [-20.214, -4.361, 7.316], [-21.871, -5.054, 7.308], [-20.094, -3.836, 5.835], [-16.679, -9.361, 5.399], [-16.406, -9.740, 7.087], [-15.409, -8.490, 6.283], [-18.837, -8.524, 5.156], [-20.542, -6.753, 5.644], [-18.025, -5.246, 8.757], [-16.363, -7.075, 8.346], [-22.144, -5.447, 6.315], [-22.501, -4.186, 7.590], [-21.960, -5.811, 8.090]], "forces_ev_per_a": [[0.2, 0.1, -2.0], [0.6, -0.1, -0.7], [-0.3, -0.2, -0.2], [0.3, 0.2, 0.5], [0.3, 0.6, 1.0], [0.4, -0.8, -1.3], [0.7, -0.1, -0.1], [-1.2, 0.4, 1.3], [-0.3, -0.5, 0.2], [0.5, -0.1, -1.0], [-0.4, -0.4, 0.3], [0.1, 0.2, 0.1], [-0.2, 0.1, 0.0], [-0.3, 0.1, 0.2], [-0.2, 0.1, -0.2], [0.1, -0.1, 0.0], [-0.1, -0.1, -0.3], [-0.6, 0.7, 0.5], [-0.5, -0.3, 0.1], [0.8, 0.8, -0.5], [0.3, -0.3, 0.0], [-0.1, 0.3, -1.0], [0.2, 0.2, 1.7], [-0.8, -0.1, 0.0], [0.1, 1.7, 0.2], [-0.1, -1.7, 0.7], [-0.2, 0.3, -0.5], [0.6, -0.6, 0.2], [0.3, 0.0, -0.2], [-0.8, 0.3, -0.1], [0.3, -0.3, -0.3], [-0.2, 0.6, 0.1], [-0.1, 0.3, 0.2], [0.1, -0.7, 0.6], [0.5, 0.9, -0.3], [-0.3, 0.0, 0.2], [-0.1, -0.1, -0.1], [-0.1, 0.1, 0.0], [0.1, -0.6, 0.1], [0.0, -0.1, -0.2], [-0.2, -0.2, 0.1], [0.3, 0.9, 0.2], [0.1, -0.2, -0.4], [0.4, -0.7, 0.2], [-0.3, 0.0, 0.1], [0.2, 0.0, -0.1], [0.8, -0.3, -1.2], [0.1, -1.4, 2.1], [-0.2, 1.9, 0.2], [-0.2, -1.2, -0.4], [-0.6, 0.9, -0.7], [-0.7, 0.3, -0.3], [0.3, 0.7, 0.7], [0.4, -0.1, -0.7], [-0.8, 0.4, -1.1], [0.7, -0.8, -0.3], [0.7, 0.3, 0.6], [-0.2, 0.1, -0.1], [0.1, 0.1, 0.0], [-0.3, -0.2, -0.5], [0.5, 0.0, 0.4], [-0.3, -0.3, 0.0], [0.5, 0.1, 0.6], [-0.4, -0.3, 0.4], [-0.1, 0.1, 0.1], [-0.1, -0.1, 0.1], [0.0, 0.1, 0.0], [-0.3, -0.4, 0.4], [-0.1, 0.0, -0.3], [0.2, -0.8, -0.6], [-0.3, 1.1, 0.5], [0.7, -0.9, -0.1], [-1.0, 0.0, -0.6], [1.0, 0.0, 0.7], [-0.5, 0.3, 0.0], [-0.5, -0.8, -1.1], [0.0, -0.8, -1.4], [-0.6, 1.0, 0.3], [-0.8, -0.2, 1.5], [0.2, 0.0, 0.2], [0.0, 0.4, -0.1], [-0.5, -0.1, 0.2], [0.0, 0.4, 0.4], [0.9, -0.1, 0.3], [0.3, 0.2, 0.2], [0.3, 0.1, 0.3], [0.3, 0.2, 0.5], [0.0, -0.6, -0.3], [0.1, 0.1, -0.1]], "s_squared": 0.75, "charge": 3, "de_lowest_kcal_mol": 0.0, "spin_multiplicity": 2, "energy_ev": -112103.3613, "gap_ev": [7.63, 7.92], "lumo_energy_ha": [-0.2746, -0.2704]}


[2]
{"formula": "C30H42Ge2N5Ni", "method": "the ωB97M-V functional and the def2-TZVPD basis", "species": ["Ni", "C", "C", "N", "C", "C", "N", "C", "C", "N", "C", "C", "N", "C", "C", "C", "C", "C", "C", "C", "N", "H", "H", "H", "H", "H", "H", "H", "H", "H", "H", "H", "H", "H", "H", "H", "H", "H", "H", "H", "H", "H", "H", "H", "C", "Ge", "C", "C", "Ge", "C", "C", "C", "C", "C", "C", "C", "C", "C", "C", "C", "C", "H", "H", "H", "H", "H", "H", "H", "H", "H", "H", "H", "H", "H", "H", "H", "H", "H", "H", "H"], "xyz": [[0.153, -0.303, -1.425], [-1.373, -4.541, -0.204], [-1.151, -3.179, -0.782], [-0.124, -2.765, -1.396], [1.077, -3.564, -1.528], [2.161, -2.631, -2.024], [2.196, -1.442, -1.153], [3.272, -0.509, -1.523], [2.827, 0.352, -2.689], [1.579, 1.013, -2.295], [0.891, 1.718, -3.388], [-0.406, 2.299, -2.842], [-1.057, 1.244, -2.073], [-2.267, 1.310, -1.681], [-3.174, 2.481, -1.855], [-2.787, 0.037, -1.102], [-4.128, -0.193, -0.850], [-4.520, -1.475, -0.485], [-3.572, -2.481, -0.426], [-2.247, -2.166, -0.700], [-1.869, -0.924, -0.979], [-2.041, -5.108, -0.858], [-1.846, -4.481, 0.776], [-0.447, -5.104, -0.115], [0.932, -4.389, -2.229], [1.370, -4.001, -0.565], [1.919, -2.312, -3.040], [3.132, -3.134, -2.054], [2.368, -1.758, -0.204], [4.199, -1.035, -1.767], [3.473, 0.136, -0.664], [2.631, -0.253, -3.576], [3.606, 1.072, -2.951], [1.798, 1.691, -1.564], [0.674, 0.991, -4.173], [1.511, 2.505, -3.823], [-1.040, 2.640, -3.661], [-0.192, 3.160, -2.206], [-2.615, 3.396, -2.036], [-3.790, 2.619, -0.967], [-3.842, 2.316, -2.704], [-4.857, 0.597, -0.952], [-5.560, -1.689, -0.282], [-3.860, -3.498, -0.196], [1.292, -0.170, 4.200], [1.340, -1.157, 2.517], [3.173, -1.720, 2.085], [0.241, -2.771, 2.584], [0.381, 0.566, 1.017], [-1.419, 0.998, 1.610], [-2.208, -0.054, 2.084], [-3.474, 0.176, 2.600], [-3.977, 1.470, 2.642], [-3.203, 2.528, 2.185], [-1.931, 2.296, 1.680], [1.520, 2.128, 0.796], [1.084, 3.320, 0.209], [1.945, 4.395, 0.051], [3.265, 4.297, 0.477], [3.716, 3.124, 1.065], [2.851, 2.048, 1.216], [1.637, -0.825, 5.001], [0.279, 0.158, 4.431], [1.944, 0.703, 4.161], [3.688, -1.873, 3.035], [3.754, -1.000, 1.512], [3.181, -2.679, 1.563], [0.785, -3.516, 3.167], [0.070, -3.179, 1.588], [-0.717, -2.597, 3.071], [-1.828, -1.070, 2.057], [-4.064, -0.648, 2.979], [-4.961, 1.657, 3.051], [-3.580, 3.541, 2.249], [-1.329, 3.144, 1.384], [0.057, 3.418, -0.123], [1.588, 5.316, -0.394], [3.936, 5.137, 0.358], [4.738, 3.049, 1.411], [3.221, 1.146, 1.690]], "forces_ev_per_a": [[0.1, 0.0, 0.1], [0.0, 0.0, 0.0], [0.0, 0.0, 0.0], [0.0, -0.1, 0.0], [0.0, 0.0, 0.0], [0.0, 0.0, 0.0], [-0.1, 0.0, -0.1], [0.0, 0.0, 0.0], [0.0, 0.0, 0.0], [0.0, 0.0, 0.0], [0.0, 0.0, 0.0], [0.0, 0.0, 0.0], [0.0, 0.0, 0.0], [0.0, 0.0, 0.0], [0.0, 0.0, 0.0], [0.0, 0.0, 0.0], [0.0, 0.0, 0.0], [0.0, 0.0, 0.0], [0.0, 0.0, 0.0], [0.0, 0.0, 0.0], [0.0, 0.0, 0.0], [0.0, 0.0, 0.0], [0.0, 0.0, 0.0], [0.0, 0.0, 0.0], [0.0, 0.0, 0.0], [0.0, 0.0, 0.0], [0.0, 0.0, 0.0], [0.0, 0.0, 0.0], [0.0, 0.0, 0.0], [0.0, 0.0, 0.0], [0.0, 0.0, 0.0], [0.0, 0.0, 0.0], [0.0, 0.0, 0.0], [0.0, 0.0, 0.0], [0.0, 0.0, 0.0], [0.0, 0.0, 0.0], [0.0, 0.0, 0.0], [0.0, 0.0, 0.0], [0.0, 0.0, 0.0], [0.0, 0.0, 0.0], [0.0, 0.0, 0.0], [0.0, 0.0, 0.0], [0.0, 0.0, 0.0], [0.0, 0.0, 0.0], [0.0, 0.0, 0.0], [0.0, 0.0, 0.0], [0.0, 0.0, 0.0], [0.0, 0.0, 0.0], [0.0, 0.0, 0.0], [0.0, 0.0, 0.0], [0.0, 0.0, 0.0], [0.0, 0.0, 0.0], [0.0, 0.0, 0.0], [0.0, 0.0, 0.0], [0.0, 0.0, 0.0], [0.0, 0.0, 0.0], [0.0, 0.0, 0.0], [0.0, 0.0, 0.0], [0.0, 0.0, 0.0], [0.0, 0.0, 0.0], [0.0, 0.0, 0.0], [0.0, 0.0, 0.0], [0.0, 0.0, 0.0], [0.0, 0.0, 0.0], [0.0, 0.0, 0.0], [0.0, 0.0, 0.0], [0.0, 0.0, 0.0], [0.0, 0.0, 0.0], [0.0, 0.0, 0.0], [0.0, 0.0, 0.0], [0.0, 0.0, 0.0], [0.0, 0.0, 0.0], [0.0, 0.0, 0.0], [0.0, 0.0, 0.0], [0.0, 0.0, 0.0], [0.0, 0.0, 0.0], [0.0, 0.0, 0.0], [0.0, 0.0, 0.0], [0.0, 0.0, 0.0], [0.0, 0.0, 0.0]], "s_squared": 1.19, "charge": 2, "spin_multiplicity": 2, "energy_ev": -193305.2649, "gap_ev": [7.40, 7.30], "lumo_energy_ha": [-0.2585, -0.2303]}


[3]
{"formula": "C30H42IrN4OS3", "method": "the ωB97M-V functional and the def2-TZVPD basis", "species": ["Ir", "C", "N", "C", "C", "N", "C", "C", "C", "C", "C", "C", "C", "S", "C", "C", "C", "C", "C", "C", "S", "H", "H", "H", "H", "H", "H", "H", "H", "H", "H", "H", "H", "H", "H", "H", "H", "H", "H", "C", "C", "N", "C", "C", "C", "C", "N", "H", "H", "H", "H", "H", "H", "H", "H", "H", "H", "H", "H", "H", "H", "C", "C", "C", "C", "C", "C", "C", "S", "C", "O", "H", "H", "H", "H", "H", "H", "H", "H", "H", "H"], "xyz": [[0.079, 0.221, -0.863], [-0.985, 2.674, -2.403], [-0.062, 2.375, -1.266], [-0.563, 2.913, 0.029], [-1.812, 2.191, 0.439], [-1.751, 0.682, 0.306], [-3.015, 0.322, -0.411], [-1.730, -0.033, 1.595], [-2.702, 0.220, 2.558], [-2.700, -0.475, 3.753], [-1.728, -1.444, 3.989], [-0.776, -1.718, 3.027], [-0.776, -1.019, 1.817], [0.441, -1.470, 0.611], [1.262, 2.897, -1.641], [1.619, 4.216, -1.441], [2.848, 4.669, -1.909], [3.707, 3.807, -2.581], [3.354, 2.478, -2.772], [2.136, 2.016, -2.290], [1.654, 0.322, -2.507], [-1.145, 3.752, -2.470], [-1.939, 2.172, -2.269], [-0.524, 2.322, -3.322], [-0.788, 3.979, -0.054], [0.225, 2.779, 0.752], [-2.634, 2.525, -0.190], [-2.065, 2.465, 1.462], [-3.865, 0.799, 0.075], [-3.165, -0.749, -0.387], [-2.961, 0.650, -1.447], [-3.464, 0.969, 2.383], [-3.455, -0.264, 4.497], [-1.721, -1.992, 4.921], [-0.024, -2.478, 3.197], [0.955, 4.904, -0.936], [3.126, 5.702, -1.756], [4.657, 4.167, -2.952], [4.021, 1.793, -3.280], [-1.872, -5.259, -3.382], [-2.683, -3.973, -3.463], [-1.855, -2.756, -3.360], [-1.223, -2.308, -4.612], [0.250, -2.694, -4.738], [-1.630, -2.145, -2.195], [-2.255, -2.742, -0.976], [-0.845, -1.076, -2.159], [-2.546, -6.114, -3.355], [-1.247, -5.288, -2.489], [-1.226, -5.376, -4.252], [-3.456, -3.948, -2.700], [-3.197, -3.914, -4.421], [-1.373, -1.229, -4.718], [-1.782, -2.768, -5.422], [0.857, -2.367, -3.893], [0.664, -2.247, -5.640], [0.358, -3.774, -4.817], [-3.341, -2.639, -1.003], [-1.862, -2.303, -0.070], [-2.030, -3.807, -0.946], [-0.398, -0.956, -3.055], [1.753, -0.196, 6.951], [1.979, -0.006, 5.480], [1.593, 1.174, 4.842], [1.798, 1.352, 3.485], [2.389, 0.331, 2.754], [2.770, -0.859, 3.359], [2.572, -1.015, 4.721], [2.673, 0.481, 1.020], [3.870, 1.805, 0.991], [1.433, 1.231, 0.455], [1.514, 0.744, 7.444], [2.635, -0.622, 7.428], [0.925, -0.886, 7.123], [1.138, 1.967, 5.421], [1.500, 2.276, 3.005], [3.221, -1.651, 2.773], [2.882, -1.933, 5.204], [3.462, 2.674, 1.503], [4.083, 2.035, -0.051], [4.767, 1.445, 1.494]], "forces_ev_per_a": [[0.5, 0.5, 0.5], [0.0, 0.1, 0.1], [0.0, -0.3, -0.6], [0.1, 0.2, -0.2], [-0.3, 0.0, 0.1], [0.2, 0.0, -0.1], [0.0, -0.3, 0.0], [0.1, 0.0, 0.2], [0.1, 0.1, 0.0], [0.0, 0.0, 0.0], [-0.1, 0.1, 0.0], [0.0, 0.1, -0.1], [0.0, -0.1, -0.1], [-0.1, -0.3, 0.0], [0.1, -0.3, -0.1], [0.0, 0.0, 0.0], [0.1, -0.1, 0.0], [-0.1, 0.0, 0.1], [0.0, 0.0, 0.0], [-0.4, 0.0, 0.0], [0.1, 0.1, 0.5], [0.0, 0.0, 0.0], [0.0, 0.0, 0.0], [0.0, 0.0, 0.0], [-0.1, 0.0, -0.1], [0.1, 0.1, 0.1], [-0.1, 0.0, 0.1], [0.0, 0.0, 0.0], [0.0, 0.0, 0.0], [0.0, 0.2, 0.1], [0.0, 0.0, 0.0], [0.0, 0.0, 0.0], [0.0, 0.0, 0.0], [0.0, 0.0, 0.0], [0.0, 0.0, 0.0], [0.0, 0.0, 0.0], [0.0, 0.0, 0.0], [0.0, 0.0, 0.0], [0.0, 0.0, 0.0], [0.0, 0.0, 0.0], [0.0, 0.0, 0.0], [0.0, -0.1, -0.1], [0.1, 0.0, 0.1], [0.0, 0.0, 0.0], [0.2, 0.0, -0.1], [0.0, -0.1, 0.0], [-0.3, 0.1, -0.3], [0.0, 0.0, 0.0], [0.0, 0.0, 0.0], [0.0, 0.0, 0.0], [0.0, 0.0, 0.0], [0.0, 0.0, 0.0], [0.0, 0.0, 0.0], [0.0, 0.0, 0.0], [0.0, 0.0, 0.0], [0.0, 0.0, 0.0], [0.0, 0.0, 0.0], [0.0, -0.1, 0.0], [0.0, 0.1, 0.0], [0.0, 0.0, 0.0], [-0.1, 0.2, -0.1], [0.0, 0.0, 0.0], [0.0, 0.0, 0.0], [0.0, 0.0, 0.0], [0.0, 0.0, 0.0], [0.0, -0.1, 0.0], [0.0, 0.0, 0.0], [0.0, 0.0, 0.0], [0.2, 0.0, 0.0], [-0.1, 0.1, 0.0], [-0.3, -0.1, 0.0], [0.0, 0.0, 0.0], [0.0, 0.0, 0.0], [0.0, 0.0, 0.0], [0.0, 0.0, 0.0], [0.0, 0.0, 0.0], [0.0, 0.0, 0.0], [0.0, 0.0, 0.0], [0.0, 0.0, 0.0], [0.0, 0.0, 0.0], [0.0, 0.0, 0.0]], "s_squared": 0.76, "charge": 2, "de_lowest_kcal_mol": 13.6, "spin_multiplicity": 2, "energy_ev": -75131.7853, "gap_ev": [7.85, 5.18], "lumo_energy_ha": [-0.2009, -0.2898]}